1.
75
Properties=species:S:1:pos:R:3 method="wB97M-V/def2-TZVPD" e_lumo_ev="-10.859 / -14.166" total_charge=+4 homo_lumo_gap_ev="6.84 / 4.23" relative_energy_kj_mol=93.7 multiplicity=5 e_homo_ev="-17.70 / -18.40"
H 0.50 -9.90 -0.87
H -0.62 -0.87 4.44
C 1.25 6.54 2.61
C -4.99 0.79 -0.63
C 0.98 4.00 1.49
H -1.76 2.80 1.34
H 6.07 -0.03 1.34
N 0.99 -5.30 -3.31
H 0.81 5.89 -1.38
H 1.46 5.52 4.49
H -0.59 -3.37 -0.26
H -5.26 4.05 -0.62
C 0.39 -7.76 -0.78
H 4.12 -1.44 0.78
O -0.48 3.94 -2.49
C 1.09 -9.00 -2.72
C -3.58 0.70 -0.90
P 0.93 2.28 0.87
C 0.32 -3.11 -2.19
C 1.20 4.15 2.86
C 0.53 5.06 -0.73
C 0.53 -4.55 -2.28
N -0.16 4.08 -1.17
H 0.64 -0.05 -3.63
H -6.75 -0.12 -0.24
H 1.33 7.53 3.05
H 1.17 -2.40 -4.07
H 1.38 -9.94 -3.15
H 1.02 7.29 0.62
H 1.30 -4.99 -4.22
H 0.19 -7.71 0.28
C 5.09 0.42 1.25
C -0.51 -1.30 -0.83
H 1.37 -7.91 -4.56
C 0.88 5.15 0.67
C 1.02 -6.61 -2.87
C 2.58 1.57 1.02
N 0.22 -5.31 -1.23
H -5.45 -1.21 -0.55
H -0.97 -0.93 0.09
C 0.39 -0.81 -2.89
H -3.12 -0.27 -1.05
N -2.84 1.78 -1.01
C -1.54 1.95 1.98
C -3.39 2.99 -0.91
C 4.93 1.79 1.43
N -0.18 -0.39 -1.76
H 5.79 2.40 1.67
C 2.74 0.19 0.79
C -4.77 3.09 -0.68
H 1.10 0.03 2.93
H 3.57 3.44 1.44
H -2.77 3.87 -1.01
H -0.12 4.67 -3.05
C 0.68 -2.15 -3.14
C 1.06 6.41 1.24
C 1.22 -7.83 -3.49
C 3.99 -0.38 0.93
H 1.27 3.27 3.49
C -0.23 1.44 2.01
H -2.94 -0.05 4.31
C -2.51 1.42 2.81
N -5.76 -0.26 -0.43
H -3.51 1.82 2.81
C -2.19 0.38 3.67
C 0.09 0.40 2.88
C 1.31 5.41 3.42
C -0.88 -0.10 3.72
C 0.62 -8.97 -1.41
Pd -0.49 1.77 -1.00
N -5.49 2.02 -0.53
C -0.30 -2.65 -1.01
C 3.69 2.37 1.31
H 1.88 -0.41 0.51
C 0.54 -6.57 -1.52

2.
69
Properties=species:S:1:pos:R:3 method="wB97M-V/def2-TZVPD" e_lumo_ev=-5.126 total_charge=+1 homo_lumo_gap_ev=5.31 relative_energy_kj_mol=37.1 e_homo_ev=-10.44
C -0.81 -2.57 3.52
C -3.51 -1.96 -3.86
H 2.06 -4.67 -1.79
C -1.68 -3.60 5.54
C -0.07 3.01 0.09
H 0.32 -3.76 2.13
C -0.53 -0.44 1.65
H 1.61 7.81 1.18
H -5.61 -2.43 -3.79
C -1.06 -0.17 -3.48
C -0.27 4.81 1.69
H 2.67 -2.00 -5.10
H -2.01 0.35 -3.36
C -1.04 -1.51 -3.79
C 0.05 -1.74 1.41
H -0.05 5.10 -0.44
C 1.52 7.68 2.25
C 0.85 -2.78 -3.10
C -1.28 -0.29 2.86
C -0.28 0.64 0.75
H 4.30 -5.70 -2.17
C -4.38 -4.21 -3.87
H 0.63 -1.89 0.50
C 4.30 -3.34 -4.67
C 2.48 8.21 3.11
H 5.74 -4.80 -4.01
C 3.96 -4.88 -2.81
O -0.96 -3.69 4.29
H -5.22 -4.90 -3.78
C -1.42 -1.31 3.78
H -2.90 -5.80 -3.95
O -0.35 6.19 1.89
C -2.00 -3.85 -4.03
C 2.36 8.02 4.49
C -3.08 -4.73 -3.96
H 0.04 0.38 -0.27
H 3.34 8.76 2.70
H -1.63 -4.61 5.95
C -0.14 4.37 0.36
H -0.17 1.86 3.30
C 3.03 -2.80 -4.46
C -4.60 -2.83 -3.85
C -0.29 2.54 2.46
N 0.21 -2.09 -4.10
C 0.50 6.88 2.78
C -0.07 -2.76 2.31
H -1.00 -4.26 -4.14
C 2.22 -3.30 -3.43
H -1.18 -2.90 6.23
H -0.55 6.24 4.54
H 3.12 8.43 5.17
C 4.75 -4.37 -3.84
H 0.20 2.67 -0.91
H 1.15 7.20 6.09
H -2.72 -3.30 5.38
H -1.74 0.66 3.09
H -3.66 -0.88 -3.84
C -0.36 3.90 2.75
H -2.04 -1.18 4.68
O 0.30 -3.00 -2.02
C 0.31 6.79 4.15
C 1.26 7.33 5.01
H -0.13 0.43 -3.46
C -0.26 2.03 1.12
C 2.70 -4.32 -2.60
H -0.45 4.25 3.77
H 4.93 -2.94 -5.48
H 0.78 -1.54 -4.73
C -2.18 -2.45 -3.88

3.
75
Properties=species:S:1:pos:R:3 method="wB97M-V/def2-TZVPD" e_lumo_ev=-0.549 homo_lumo_gap_ev=6.19 relative_energy_kj_mol=0.0 e_homo_ev=-6.74
C -1.40 1.50 -1.61
H -7.00 -1.57 1.84
F 1.13 -2.52 2.59
H 0.06 -0.02 6.21
C 4.87 -3.31 1.39
C 1.09 -1.30 3.26
H -6.01 -3.11 3.66
C 1.89 2.13 0.38
H 3.87 4.50 -0.99
N -1.10 3.15 -4.84
H -4.32 -2.55 3.89
H 5.83 -4.23 -0.28
C -3.01 -0.89 -0.62
C 1.98 0.87 3.60
H 4.58 -2.89 -2.00
F 3.95 -1.98 3.10
H 5.62 2.81 -0.33
C 3.57 3.56 -0.54
H -1.92 1.59 -0.66
H 1.51 1.87 5.41
C -2.71 -2.33 1.79
F 2.92 -0.96 -1.45
C -1.76 -1.23 -0.14
C 2.23 3.30 -0.28
H -5.11 -0.97 -0.32
C -6.43 -2.39 1.38
C 5.09 -3.51 0.03
C -5.00 -3.10 3.22
C 0.33 0.40 -2.91
H -2.03 4.79 -3.90
C -0.58 0.39 -1.84
C 0.20 1.35 -3.92
H -2.30 3.24 -2.46
B 2.61 -0.22 1.39
H 0.83 1.27 -4.80
C 4.56 2.63 -0.20
H -0.16 -2.09 4.79
C 2.83 1.13 0.68
H -2.13 4.71 -5.69
N -5.10 -2.46 1.93
C 4.03 -2.28 1.77
H -0.74 3.82 -6.75
C -4.00 -2.00 1.28
H 0.11 -1.52 -1.17
H 1.45 4.02 -0.52
C 4.41 -2.75 -0.93
H 0.56 2.80 -6.08
C -0.80 2.35 -3.79
H -6.94 -3.34 1.60
H -2.58 -2.92 2.70
H 5.38 -3.86 2.17
C -0.53 2.93 -6.15
H -6.41 -2.24 0.30
F 5.16 0.64 0.87
C 1.32 0.99 4.80
H -4.64 -4.14 3.14
C 4.16 1.46 0.40
C 3.36 -1.45 0.86
C 1.85 -0.24 2.74
C 0.41 -1.23 4.45
C -4.14 -1.25 0.08
H -0.60 -2.17 1.43
C -0.51 -0.70 -0.80
C 3.57 -1.74 -0.51
C 0.53 -0.07 5.23
C -2.16 4.12 -4.77
H -0.95 2.04 -6.65
C -1.56 2.47 -2.59
F 0.60 1.97 0.86
C -1.60 -1.95 1.06
H -0.07 -0.20 0.02
H -3.16 3.65 -4.68
F 2.92 1.84 3.31
H 1.13 -0.34 -2.94
H -3.06 -0.28 -1.52

4.
84
Properties=species:S:1:pos:R:3 method="wB97M-V/def2-TZVPD" e_lumo_ev="-0.539 / -0.539" homo_lumo_gap_ev="6.20 / 6.24" e_homo_ev="-6.74 / -6.78"
N 0.36 1.98 -1.81
C -1.57 -0.25 -2.54
C -2.79 4.49 -1.79
H 2.65 3.06 2.35
H 1.21 -1.49 6.36
H -3.61 1.77 -3.62
H -1.79 -4.22 -1.99
N -1.09 2.70 1.77
C 1.56 -2.01 5.48
H 0.56 5.18 -1.88
C 3.33 -3.10 4.27
C 2.31 2.14 1.92
C 2.79 -4.65 -0.02
H -2.54 6.47 -2.56
H -2.89 5.35 2.42
C -0.83 -0.14 2.64
C -2.18 4.62 2.08
H 1.82 -0.99 1.21
H -0.15 0.57 3.06
H 0.33 4.03 -4.35
C 2.93 -5.01 -2.48
H 0.45 -3.10 2.48
H -2.90 5.78 -4.90
C -0.77 -1.82 4.49
N -2.09 -1.91 2.45
H -2.74 2.70 3.06
H -2.64 4.79 -0.76
H 0.55 -4.29 -4.78
Se -3.11 1.88 -0.65
N -0.94 -0.35 -1.35
N 3.99 -4.91 0.42
C 0.29 2.19 -3.11
C 2.61 0.83 2.24
N 1.17 0.87 0.53
N 0.48 3.17 -1.22
C 2.90 -3.97 1.99
O 2.03 -4.05 0.95
C 2.20 -4.76 -1.33
C 2.88 -2.44 5.39
C -1.14 -3.68 -2.70
C 1.00 -4.46 -3.81
C 0.48 4.15 -2.15
C -1.13 4.82 1.21
H 4.36 -3.43 4.18
C -2.11 3.27 2.40
H -1.41 -2.69 4.68
N 4.06 -4.49 1.69
C -3.33 2.79 -3.39
H 0.26 -4.32 -0.53
H -0.80 5.71 0.71
Fe -0.77 1.52 -0.04
C 1.13 -2.91 3.30
H -1.57 -3.74 -3.70
H 3.97 -5.29 -2.40
H -1.93 0.67 -2.94
H 0.21 1.37 -3.80
N -1.22 -1.27 3.24
H 2.88 -5.08 -4.62
H 3.55 -2.26 6.21
C 0.36 3.56 -3.39
C 0.85 -4.43 -1.43
N -1.70 -1.39 -3.16
H -0.16 -2.11 -0.45
C 0.26 -4.23 -2.66
H -3.46 3.43 -5.42
C -3.26 3.73 -4.40
C -2.19 -1.13 1.40
H 1.53 4.30 0.40
C 0.68 -2.25 4.43
N -0.51 3.64 1.03
B 0.79 3.36 0.27
H -0.92 -1.09 5.29
C 2.32 -4.89 -3.71
H -2.86 -1.34 0.59
N 1.44 2.13 0.89
C -2.74 5.43 -2.80
N -1.42 -0.03 1.46
H 3.27 0.47 3.00
C 1.87 0.08 1.32
C -0.67 -1.64 -1.26
C -3.07 3.16 -2.07
C -2.96 5.05 -4.11
N -1.14 -2.28 -2.35
C 2.46 -3.33 3.20

5.
79
Properties=species:S:1:pos:R:3 method="wB97M-V/def2-TZVPD" e_lumo_ev=2.216 total_charge=-1 homo_lumo_gap_ev=6.82 relative_energy_kj_mol=78.3 e_homo_ev=-4.61
H -2.24 1.30 -5.59
H -3.72 2.11 4.70
C -2.76 -1.84 -4.42
H 0.07 -2.01 4.16
Br -2.38 -0.16 3.57
C 2.33 -3.59 1.17
O -1.31 -1.36 -0.57
C -5.58 5.54 3.87
H 3.36 -2.89 -4.99
H -3.09 -2.81 -4.75
H -6.32 5.97 4.53
O -1.43 1.91 -3.24
C 3.11 -1.29 -3.59
Cd 0.27 -1.14 0.93
H -3.78 6.26 1.12
C 6.37 -4.58 1.91
H 5.42 -3.45 -0.27
H 3.07 -2.86 -0.71
H 0.69 -3.46 -0.14
C 2.66 3.04 -0.83
C 3.46 2.76 -1.93
C 1.82 2.04 -0.36
H -3.03 -0.92 -6.34
C 2.50 0.56 -1.97
H 0.27 -3.83 1.57
C -3.64 2.36 3.65
C 0.95 -3.31 0.89
O 1.30 1.98 3.79
C 0.90 -2.58 -2.70
H -3.01 1.22 -1.08
C -2.72 -0.78 -5.32
H 1.25 -0.03 5.04
N -2.23 0.79 -0.58
C -3.09 1.46 2.82
C -1.37 -0.24 -1.27
C -3.06 1.50 1.39
H 1.68 -2.02 3.73
H 1.98 -4.40 3.13
N 1.75 0.83 -0.90
N -2.24 0.77 0.72
H 0.02 -3.05 -2.30
H 4.14 3.50 -2.33
C -2.28 0.46 -4.91
H 1.19 2.20 0.51
C -3.66 4.43 2.21
H 3.95 1.28 -3.40
O 0.85 0.72 2.01
N 7.49 -4.81 2.09
H -5.48 7.25 2.59
C 1.61 -3.14 -3.76
C -4.15 5.69 1.96
C -4.13 3.68 3.30
C -1.91 -0.40 -2.69
C 2.30 -0.78 -2.57
C -5.09 4.27 4.13
C 4.04 -4.52 2.64
C 2.75 -2.48 -4.19
H -5.46 3.72 4.98
C 1.04 0.91 3.24
H 1.28 -4.05 -4.24
C -2.35 -1.64 -3.12
N 0.80 -1.52 3.64
H -2.36 -2.43 -2.38
H 4.00 -0.77 -3.92
C 2.74 -4.18 2.39
H -0.37 0.26 -1.36
H 4.33 -4.99 3.57
N 1.25 -1.45 -2.12
N 0.89 -0.19 4.10
C 4.66 -3.66 0.46
C -5.11 6.25 2.78
C -1.86 0.66 -3.60
H -2.87 4.03 1.59
H 2.70 4.00 -0.35
C 5.03 -4.27 1.67
H -3.81 2.13 0.90
C 3.35 -3.33 0.22
C 3.37 1.50 -2.52
H -1.10 1.88 -2.33

6.
82
Properties=species:S:1:pos:R:3 method="wB97M-V/def2-TZVPD" e_lumo_ev="-0.485 / -0.485" homo_lumo_gap_ev="7.22 / 7.15" relative_energy_kj_mol=11.9 multiplicity=2 e_homo_ev="-7.70 / -7.63"
H 1.49 3.21 -5.22
C 4.49 -0.38 -2.11
C 2.28 0.56 -2.39
C -2.41 -5.62 -1.63
H -5.22 -1.49 3.16
C 1.73 -0.69 -2.13
H -4.31 -2.34 5.29
H 3.80 0.33 2.18
C 1.47 -1.42 2.05
C 4.55 4.23 2.74
C -3.43 -0.47 2.59
H 4.09 1.69 -2.57
N 3.24 4.25 0.68
O -1.36 -0.14 -1.46
N -3.86 3.07 -1.96
N 1.03 3.65 1.93
H -0.63 -0.28 4.49
C 2.55 -1.78 -1.90
H -5.13 0.16 1.34
C 0.10 2.20 -6.52
H 5.56 -0.24 -2.10
N -3.35 0.64 0.47
C 3.66 0.72 -2.37
C -2.14 -4.26 -1.65
H -2.10 -3.72 -2.58
S 1.26 1.99 -2.66
H -1.82 -3.72 1.69
H 0.65 -0.79 -2.09
H -0.73 0.02 -3.44
C -2.11 -0.13 2.96
C -3.70 -1.73 4.64
C -1.63 -0.58 4.20
C 0.47 1.62 -4.21
H 3.34 3.52 5.83
O -1.39 -1.52 0.62
N -4.04 1.35 -0.49
O -1.67 -1.53 -1.57
O -1.32 0.61 2.21
C 3.34 4.10 1.99
C -1.11 0.37 -5.53
C -0.83 1.17 -6.63
H 2.11 -2.75 -1.72
C -2.24 -5.63 0.78
C 2.11 3.77 2.68
Cr -1.35 0.53 0.34
H 1.20 3.30 4.60
C 3.30 3.68 4.76
C 3.16 0.55 1.31
H 5.43 4.11 4.66
H 2.23 -1.66 2.80
H -3.31 3.76 -2.43
C -1.92 -3.59 -0.45
H 5.46 4.48 2.22
H 3.30 1.59 1.01
S 1.45 0.35 1.78
H -4.81 2.91 -2.22
H 1.69 -1.91 1.10
C -4.04 0.10 1.41
H -1.33 1.00 -7.57
I -2.86 -8.34 -0.40
H 0.48 -1.70 2.41
C -2.40 -1.37 5.02
C -4.21 -1.25 3.45
C -1.64 -2.14 -0.42
H 4.57 -2.48 -1.70
C 0.75 2.42 -5.31
C 4.52 4.02 4.07
C -0.47 0.60 -4.32
C -1.97 -4.27 0.76
C -3.30 2.28 -1.02
H -1.84 -0.42 -5.60
C 3.93 -1.63 -1.89
C 2.13 3.56 4.10
H -2.01 -1.72 5.96
H -2.58 -6.15 -2.56
H 0.32 2.83 -7.37
C -2.45 -6.29 -0.42
Se 1.54 3.96 0.26
O 0.74 0.53 0.45
H -2.29 -6.16 1.72
H 3.39 -0.11 0.48
S -1.63 2.62 -0.59